The ion C6H11N2 with charge +1. Source: OMol25; level of theory: the ωB97M-V functional and the def2-TZVPD basis.

Geometry as XYZ:
```
19
Properties=species:S:1:pos:R:3
C 0.454 1.743 -0.210
N -0.370 0.641 -0.048
C 0.041 -0.583 -0.198
C 1.329 -1.173 -0.388
N 2.271 -0.441 0.423
C -1.271 -1.414 -0.049
C -2.372 -0.589 0.018
C -1.837 0.773 0.066
H 0.707 2.248 0.699
H 1.336 1.504 -0.721
H -0.096 2.581 -0.588
H 1.323 -2.257 -0.249
H 1.596 -0.906 -1.468
H 2.281 -0.944 1.391
H 3.213 -0.516 0.091
H -1.040 -2.438 0.117
H -3.299 -0.848 0.437
H -2.207 1.546 -0.437
H -2.062 1.074 1.112
```

Computed properties:
- Structure (SMILES): C[N+]1=C(CN)C=CC1
- Net charge: +1
- Kohn-Sham gap: 9.7 eV

=====

The ion C6H11N2 with charge +1. Source: OMol25; level of theory: the ωB97M-V functional and the def2-TZVPD basis.

Geometry as XYZ:
```
19
Properties=species:S:1:pos:R:3
H -0.755 3.175 2.198
N -0.616 2.175 2.276
C -1.265 1.424 1.537
C -2.192 1.180 0.439
C -1.530 0.019 1.274
C -1.170 -0.080 -0.153
C 0.447 -0.420 -0.706
C 0.999 -1.716 -0.219
N 1.245 0.762 -0.215
H -3.191 1.380 0.136
H -1.934 -0.731 1.929
H -1.779 -0.778 -0.718
H 0.389 -0.369 -1.793
H 1.083 -1.751 0.863
H 1.982 -1.873 -0.665
H 0.362 -2.535 -0.545
H 2.231 0.714 -0.497
H 1.189 0.794 0.815
H 0.830 1.632 -0.577
```

Computed properties:
- Structure (SMILES): [H]/N=C1\[C@@H]2[C@H]1[C@@H]2[C@H](C)[NH3+]
- Net charge: +1
- Kohn-Sham gap: 10.1 eV

=====

The ion C6H11N2 with charge +1. Source: OMol25; level of theory: the ωB97M-V functional and the def2-TZVPD basis.

Geometry as XYZ:
```
19
Properties=species:S:1:pos:R:3
C -2.544 1.519 -0.328
C 0.651 1.301 -0.162
C 1.435 2.306 0.191
C -1.806 -0.776 0.225
C -0.474 -0.684 0.921
C 0.949 -0.976 -1.095
N -2.552 0.324 -0.241
N 0.678 -0.142 0.175
H -2.529 2.540 -0.573
H 2.300 2.315 0.929
H 1.322 3.218 -0.254
H -1.832 -1.229 -0.781
H -2.613 -1.232 0.728
H -0.421 -0.020 1.775
H -0.092 -1.613 1.292
H 0.155 -0.629 -1.740
H 2.020 -0.731 -1.519
H 0.716 -1.903 -0.716
H 1.602 -0.186 0.582
```

Computed properties:
- Net charge: +1
- Kohn-Sham gap (spin up / spin down): 6.6 / 5.3 eV